1.
# C35H51BiGe2N10O2

A molecular structure, C35H51BiGe2N10O2 in a non-equilibrium geometry (ωB97M-V with the def2-TZVPD basis set, the OMol25 dataset).

The geometry in XYZ format:
```
101
Properties=species:S:1:pos:R:3:forces:R:3:mulliken_charge:R:1
Bi -0.584 0.035 0.300 -0.932 -0.149 0.397 1.04
C -0.269 3.646 -2.579 0.015 -0.032 0.091 -2.08
C -0.319 2.208 -2.121 0.096 0.134 0.008 0.12
O -0.329 2.022 -0.858 -0.342 -0.136 -0.235 0.35
C -0.362 1.223 -3.092 0.076 0.010 -0.097 -0.76
C -0.655 -0.146 -2.937 -0.128 -0.099 0.179 0.75
C -0.850 -0.950 -4.191 0.014 0.002 0.052 -1.65
N -0.843 -0.751 -1.774 -0.019 0.077 -0.203 1.26
N -1.336 -2.045 -1.870 -0.048 -0.335 -0.110 -0.82
C -1.781 -2.553 -0.756 0.118 0.157 -0.357 0.40
O -1.741 -1.970 0.401 0.077 0.298 -0.084 -0.61
C -2.413 -3.895 -0.862 -0.088 -0.076 0.082 0.10
C -3.327 -4.295 0.108 0.078 0.067 0.039 -0.34
C -4.001 -5.499 -0.022 -0.037 -0.007 0.013 -0.75
C -3.756 -6.316 -1.115 -0.004 -0.022 -0.002 -0.38
C -2.820 -5.938 -2.069 -0.019 -0.015 -0.004 -0.84
C -2.151 -4.732 -1.945 0.004 0.070 0.039 -0.25
H -1.244 3.934 -2.977 0.006 0.022 -0.017 0.41
H 0.469 3.771 -3.371 -0.044 0.024 -0.041 0.48
H -0.008 4.296 -1.747 0.012 -0.024 0.013 0.21
H -0.268 1.561 -4.114 -0.008 0.002 0.005 0.43
H -0.576 -0.371 -5.069 -0.003 0.032 0.020 0.43
H -1.894 -1.255 -4.261 0.018 -0.045 -0.047 0.41
H -0.261 -1.865 -4.148 -0.027 -0.025 -0.012 0.35
H -3.501 -3.648 0.959 -0.013 -0.013 -0.008 0.41
H -4.725 -5.797 0.726 0.013 -0.005 0.005 0.40
H -4.293 -7.250 -1.225 0.018 -0.008 0.015 0.40
H -2.622 -6.582 -2.915 0.027 0.003 0.008 0.40
H -1.423 -4.422 -2.682 -0.031 0.005 -0.051 0.45
C -5.690 2.967 0.489 0.070 0.023 0.057 -1.03
N -4.894 1.788 0.175 -0.087 0.017 0.078 0.14
C -5.564 0.559 -0.227 0.029 -0.049 -0.139 -1.07
C -3.548 1.771 0.307 0.020 -0.050 -0.145 0.25
N -2.812 0.771 -0.059 0.070 -0.197 0.225 -0.02
N -2.988 2.928 0.816 -0.019 0.237 -0.094 0.02
C -1.713 3.129 1.339 0.121 0.000 0.225 0.33
N -1.360 4.443 1.399 -0.030 0.048 -0.003 -0.54
N -1.033 2.160 1.816 -0.053 -0.296 0.097 -0.46
H -6.722 2.776 0.218 -0.012 -0.024 -0.011 0.31
H -5.368 3.834 -0.095 -0.039 0.000 -0.002 0.36
H -5.658 3.210 1.554 0.011 0.007 -0.023 0.34
H -6.636 0.687 -0.120 -0.009 0.030 0.019 0.33
H -5.258 -0.277 0.406 -0.004 0.024 0.010 0.38
H -5.359 0.304 -1.270 0.012 0.017 0.011 0.33
H -3.314 -0.012 -0.460 -0.109 0.077 0.129 -0.15
H -3.564 3.750 0.788 -0.054 -0.039 0.047 0.25
H -1.823 5.126 0.823 0.039 -0.066 -0.111 0.20
H -0.396 4.644 1.611 0.008 -0.004 -0.006 0.15
H -0.118 2.448 2.150 -0.056 0.199 -0.049 0.06
N 1.259 -2.417 0.042 -0.339 -0.066 0.111 -0.50
H 2.127 -2.894 0.257 0.069 0.112 -0.016 0.38
H 0.832 -2.889 -0.752 0.023 -0.018 0.041 0.11
H 0.634 -2.554 0.836 0.042 -0.174 -0.037 -0.07
C 2.949 0.030 -3.923 -0.009 0.019 0.284 -1.09
Ge 3.626 -0.402 -2.116 -0.168 -0.200 -0.269 1.13
C 5.390 0.482 -1.933 -0.336 -0.065 0.164 -1.09
C 3.838 -2.373 -2.129 -0.085 0.315 0.141 -1.30
Ge 2.123 0.389 -0.238 2.736 0.581 -0.088 0.02
C 2.505 2.360 -0.192 -0.345 -0.132 -0.097 0.16
C 2.506 3.116 0.981 -0.011 -0.065 0.045 -0.29
C 2.716 4.488 0.951 -0.001 0.045 0.011 -0.89
C 2.970 5.128 -0.255 0.004 0.033 -0.008 -0.53
C 3.011 4.387 -1.428 0.041 0.039 -0.011 -0.90
C 2.753 3.025 -1.393 -0.046 -0.180 0.025 0.28
C 2.988 -0.114 1.479 -0.282 -0.121 -0.198 1.01
C 2.490 0.321 2.705 0.022 -0.143 0.007 0.07
C 3.153 0.039 3.890 -0.092 0.031 0.078 -0.97
C 4.325 -0.700 3.872 0.035 -0.027 0.000 -0.76
C 4.831 -1.153 2.662 0.053 0.003 0.016 -0.89
C 4.167 -0.858 1.480 -0.088 -0.021 -0.138 -0.50
H 3.602 -0.458 -4.648 0.011 -0.032 0.020 0.52
H 2.961 1.100 -4.127 -0.034 -0.004 0.028 0.37
H 1.933 -0.340 -4.060 0.042 0.007 -0.020 0.18
H 6.000 0.216 -2.797 -0.035 -0.042 -0.021 0.48
H 5.911 0.176 -1.026 -0.017 -0.010 -0.001 0.36
H 5.268 1.565 -1.909 -0.001 -0.008 -0.002 0.33
H 4.416 -2.647 -3.012 0.022 0.025 -0.004 0.49
H 2.862 -2.854 -2.197 0.026 0.001 -0.018 0.35
H 4.358 -2.749 -1.248 -0.018 0.002 0.002 0.39
H 2.383 2.622 1.938 -0.007 0.128 -0.035 0.39
H 2.710 5.060 1.872 0.034 -0.034 0.004 0.50
H 3.153 6.195 -0.275 0.023 -0.009 -0.016 0.41
H 3.249 4.874 -2.366 -0.063 -0.001 -0.013 0.46
H 2.732 2.455 -2.317 0.058 0.106 -0.035 0.21
H 1.560 0.875 2.744 -0.090 -0.040 0.084 0.19
H 2.748 0.390 4.832 0.002 -0.015 -0.013 0.47
H 4.840 -0.926 4.796 0.002 0.004 -0.006 0.39
H 5.748 -1.729 2.639 -0.006 0.000 -0.004 0.47
H 4.577 -1.204 0.536 0.047 -0.051 0.076 0.08
C -2.185 -0.279 3.937 0.088 0.011 0.085 -0.83
C -1.098 -1.296 3.962 0.142 -0.148 0.093 0.08
N -0.217 -1.561 3.022 -0.267 0.180 -0.011 0.86
C 0.572 -2.576 3.518 0.166 0.141 -0.029 -0.63
C 0.175 -2.913 4.771 0.093 -0.091 0.005 -0.88
N -0.887 -2.088 5.047 -0.017 0.009 -0.134 -0.07
H -2.410 0.003 2.915 -0.048 0.006 -0.106 -0.23
H -1.883 0.624 4.472 -0.026 0.023 -0.022 0.31
H -3.087 -0.668 4.411 -0.009 0.007 -0.044 0.46
H 1.400 -2.977 2.955 -0.004 -0.018 0.031 0.45
H 0.544 -3.644 5.469 -0.028 0.018 0.002 0.43
H -1.424 -2.079 5.895 -0.043 -0.006 0.031 0.19
```
Forces are in eV/Å.

Total charge   +1
2S+1   2
HOMO-LUMO gap (spin up / spin down)   7.34 / 5.63 eV
E_HOMO (spin up / spin down)   -9.322 / -9.645 eV
LUMO (spin up / spin down)   -2.0 / -4.0 eV
Energy relative to the best compared isomer or geometry (same formula, charge and spin)   25.5 kcal per mole

=====

2.
# C5H8O

A single C5H8O molecule (ωB97M-V with the def2-TZVPD basis set, the OMol25 dataset).

The geometry in XYZ format:
```
14
Properties=species:S:1:pos:R:3:forces:R:3:mulliken_charge:R:1
O -0.104 -1.671 1.429 -0.232 -0.130 0.182 -0.52
C -0.024 -0.743 0.385 -0.007 0.209 -0.004 1.00
C -0.649 -1.122 -0.898 0.006 -0.036 0.026 -0.58
C 0.824 -1.317 -0.716 0.051 -0.115 -0.084 -0.66
C 0.604 1.528 -0.421 0.366 -0.202 -0.376 -1.28
C 0.167 0.698 0.778 0.016 -0.063 -0.018 -0.36
H -1.041 -1.841 1.585 0.113 -0.065 0.080 0.36
H -1.225 -2.029 -1.017 -0.035 -0.247 0.013 0.31
H -0.949 -0.357 -1.598 0.003 0.221 -0.083 0.19
H 1.421 1.016 -0.971 -0.340 0.214 0.248 0.34
H 1.000 2.482 -0.102 0.021 0.309 0.042 0.39
H -0.201 1.711 -1.138 0.021 -0.010 0.129 0.28
H 0.949 0.721 1.545 -0.079 -0.061 -0.081 0.28
H -0.749 1.094 1.234 0.096 -0.024 -0.074 0.25
```
Forces are in eV/Å.

Total charge   0
2S+1   1
HOMO-LUMO gap   8.56 eV
E_HOMO   -8.985 eV
LUMO   -0.4 eV
Energy relative to the best compared isomer or geometry (same formula, charge and spin)   113.1 kcal per mole